1.
{"formula": "C20H31CoO3", "method": "ωB97M-V with the def2-TZVPD basis set", "multiplicity": 5, "orbital_gap_ev": [7.049, 6.815], "homo_ev": [-6.33, -8.20], "e_above_lowest_ev": 0.000, "elements": ["H", "H", "H", "H", "H", "H", "H", "H", "H", "C", "H", "C", "H", "C", "H", "C", "H", "C", "H", "H", "O", "H", "C", "C", "O", "Co", "H", "H", "C", "H", "C", "H", "H", "C", "O", "H", "H", "C", "C", "C", "C", "C", "H", "C", "C", "H", "C", "H", "H", "H", "C", "H", "H", "C", "H"], "coordinates": [[-0.374, 1.672, 6.764], [0.255, 2.192, 0.703], [-0.860, 1.172, -7.030], [-0.634, 2.149, -4.832], [1.506, -1.508, -7.162], [-1.060, -1.610, -6.911], [0.969, -0.796, -1.588], [-2.673, 1.316, 5.468], [-3.140, -1.346, 5.269], [-2.285, -1.119, 3.190], [1.986, 2.391, 0.269], [0.288, -0.328, -5.829], [2.184, -1.186, 1.374], [0.218, -2.207, 3.928], [-0.225, 0.749, -2.835], [1.699, -1.415, 2.319], [-2.450, -2.099, 2.743], [0.436, -1.998, 2.494], [3.312, -0.859, 3.792], [-1.473, 2.134, 3.174], [0.413, 0.331, -4.529], [-0.039, 3.165, -1.478], [-0.937, -1.222, -5.891], [1.558, -1.092, -6.147], [1.249, 0.471, 0.016], [-0.745, -0.354, 4.214], [2.433, -0.434, -6.076], [-0.493, -2.882, 4.396], [-1.721, 0.014, 2.528], [1.663, -1.888, 5.647], [-1.795, 1.126, 3.417], [1.673, -1.922, -5.436], [-0.229, -2.325, 1.696], [1.443, -1.752, 4.591], [0.442, 0.311, 5.408], [-0.812, -2.074, -5.208], [1.164, 2.230, -5.025], [-0.271, 0.993, -1.775], [-2.658, -0.728, 4.510], [0.053, 0.648, 6.723], [0.263, 1.625, -5.187], [1.044, 1.912, -0.025], [-0.383, -0.733, -0.416], [2.313, -1.246, 3.601], [0.129, 1.024, -6.582], [0.953, 0.637, 7.353], [0.373, -0.129, -0.949], [-1.383, 0.059, 1.499], [-1.318, 1.130, -1.484], [0.948, 1.272, -7.259], [0.554, 2.252, -1.434], [-1.843, -0.663, -5.616], [-0.701, -0.072, 7.111], [-2.417, 0.681, 4.626], [1.403, 2.331, -2.119]], "mulliken_spin": [0.015, 0.002, 0.000, 0.000, 0.000, 0.000, 0.000, 0.007, 0.008, 0.077, 0.000, 0.000, 0.008, -0.073, 0.000, 0.084, 0.000, 0.412, 0.005, 0.005, 0.000, 0.000, 0.000, 0.000, 0.002, 2.407, 0.000, 0.013, 0.045, -0.010, 0.033, 0.000, 0.019, 0.373, 0.255, 0.000, 0.000, 0.000, 0.005, 0.006, 0.000, -0.001, 0.003, 0.166, 0.000, 0.010, 0.004, 0.027, 0.000, 0.000, 0.000, 0.000, -0.013, 0.106, 0.000]}

2.
{"formula": "C4H5NO", "method": "ωB97M-V with the def2-TZVPD basis set", "multiplicity": 1, "orbital_gap_ev": 7.728, "homo_ev": -8.61, "e_above_lowest_ev": 4.132, "elements": ["C", "C", "N", "O", "C", "H", "H", "H", "H", "H", "C"], "coordinates": [[-0.844, -0.031, -1.059], [0.002, 0.020, 0.012], [-1.744, 0.518, -1.701], [-1.191, 2.052, 0.246], [-0.329, 1.276, 0.650], [-1.106, -0.743, -1.971], [1.825, -1.119, -0.294], [0.618, -1.944, 0.709], [0.259, 1.512, 1.557], [1.528, -0.582, 1.359], [1.041, -0.965, 0.456]], "nbo_charge": [0.122, -0.361, -0.130, -0.570, 0.372, 0.376, 0.215, 0.215, 0.143, 0.227, -0.609]}

3.
{"formula": "C2BrF5N2", "method": "ωB97M-V with the def2-TZVPD basis set", "multiplicity": 1, "orbital_gap_ev": 11.377, "smiles": "N#CC(F)(F)Br.FN(F)F", "homo_ev": -11.57, "e_above_lowest_ev": 0.000, "elements": ["F", "C", "F", "F", "N", "F", "F", "C", "N", "Br"], "coordinates": [[-1.492, 2.828, -1.483], [0.736, -0.835, 0.008], [-0.736, 2.186, 0.391], [-0.520, -2.419, 1.045], [-0.365, 2.835, -0.733], [-0.236, 4.194, -0.392], [1.188, -3.120, -0.114], [0.248, -2.185, -0.007], [0.825, 0.297, 0.133], [-0.878, -2.439, -1.590]], "nbo_charge": [-0.196, 0.151, -0.180, -0.285, 0.604, -0.221, -0.292, 0.588, -0.202, 0.033]}

4.
{"formula": "CHN3O2", "method": "ωB97M-V with the def2-TZVPD basis set", "multiplicity": 1, "orbital_gap_ev": 10.426, "smiles": "O=c1nn[nH]o1", "homo_ev": -10.35, "e_above_lowest_ev": 2.807, "elements": ["H", "N", "N", "O", "C", "O", "N"], "coordinates": [[1.663, -1.267, -0.072], [-0.138, 1.388, 0.209], [1.014, 0.841, -0.155], [-2.189, 0.103, -0.139], [-1.061, 0.265, 0.048], [-0.272, -0.933, 0.172], [0.984, -0.397, -0.063]], "nbo_charge": [0.448, -0.349, 0.057, -0.518, 0.782, -0.349, -0.071]}

5.
{"formula": "C47H47BCoN11O6", "method": "ωB97M-V with the def2-TZVPD basis set", "total_charge": 2, "multiplicity": 1, "orbital_gap_ev": 6.410, "homo_ev": -12.75, "elements": ["C", "C", "H", "C", "H", "N", "C", "H", "H", "C", "H", "C", "C", "C", "C", "H", "C", "H", "H", "O", "O", "N", "C", "C", "C", "N", "C", "C", "H", "H", "C", "H", "H", "H", "C", "H", "H", "H", "H", "C", "H", "H", "C", "C", "H", "H", "H", "H", "C", "C", "Co", "H", "H", "N", "N", "H", "N", "H", "C", "H", "H", "H", "H", "H", "H", "C", "C", "O", "C", "C", "H", "O", "C", "H", "C", "H", "N", "H", "H", "H", "C", "N", "C", "C", "C", "C", "C", "C", "N", "H", "H", "O", "H", "C", "H", "N", "O", "H", "B", "C", "C", "H", "C", "H", "N", "C", "C", "C", "C", "C", "C", "C", "H"], "coordinates": [[1.458, -4.105, -4.368], [-0.371, -0.715, 4.675], [1.604, 3.501, 7.303], [-5.679, 2.032, 0.174], [-5.227, 0.105, -1.348], [0.065, -3.649, -6.374], [0.800, 3.009, -4.440], [-1.277, -3.626, 7.014], [-1.686, -3.767, 2.738], [-0.717, -1.872, 5.354], [1.787, -7.321, -3.386], [-3.559, 0.842, -0.157], [-0.970, -1.720, 2.564], [2.144, 3.372, 4.616], [3.396, -3.562, -1.149], [-1.250, -0.204, -8.244], [1.505, -2.115, -0.374], [-6.372, 1.233, 0.439], [3.260, 3.263, 7.868], [0.934, -1.938, -5.309], [-2.375, 0.629, 0.197], [0.251, 2.588, -3.139], [-0.542, 2.664, -6.559], [-0.095, 3.692, 3.663], [0.521, 0.781, -5.534], [-1.215, -1.370, -1.627], [1.881, -6.244, -3.373], [-0.524, -1.851, 6.855], [2.612, 0.825, -0.643], [2.334, 5.684, 6.167], [-0.827, 0.461, -7.503], [-4.545, 2.649, 2.376], [-2.709, -4.342, -1.180], [0.809, -5.962, -5.219], [-1.726, -2.453, -1.025], [2.451, 1.990, 6.946], [2.947, -6.221, -1.511], [-1.665, 2.242, -8.338], [1.171, 0.356, -4.779], [2.537, -5.622, -2.316], [-3.836, 0.702, -2.262], [0.512, 4.048, -4.569], [2.675, -4.241, -2.294], [-2.326, -3.483, -1.716], [3.419, 1.970, 3.553], [4.490, 1.997, 5.452], [-0.761, 3.724, -6.585], [3.682, 5.661, 5.024], [4.513, 3.089, 5.485], [-1.061, 2.539, -1.513], [-0.553, -0.032, -0.117], [0.629, 4.669, 5.405], [3.968, 5.399, 6.749], [1.253, -0.815, -0.278], [3.347, -1.103, -1.002], [-1.829, 2.801, -0.809], [-0.231, 1.462, -1.356], [1.886, 2.948, -4.380], [-1.323, -2.884, 3.245], [-5.763, 2.247, -0.888], [-1.071, 4.158, 3.690], [4.423, -3.306, -1.401], [0.835, -2.922, -0.138], [-3.737, -0.845, -1.424], [0.002, 0.129, 5.240], [-2.430, -3.388, -3.104], [0.586, 1.540, -2.403], [-0.050, -0.901, 7.401], [-1.060, 1.825, -7.543], [0.166, -1.505, -6.342], [-5.963, 2.928, 0.717], [-0.535, 2.259, 1.654], [3.128, 3.682, 5.746], [-2.007, -2.137, -4.797], [-3.731, 2.292, 1.752], [-0.918, -0.388, -3.411], [-0.368, -2.474, -6.994], [-1.478, -3.883, 5.100], [4.942, 3.461, 4.552], [-2.892, -4.177, -3.683], [-1.932, -2.262, -3.724], [-0.797, 3.235, -2.587], [-1.197, -2.953, 4.622], [2.457, 2.460, 3.605], [1.487, 2.197, 2.666], [2.143, -3.486, -3.331], [-1.327, -1.278, -2.944], [-0.501, -0.646, 3.301], [-1.064, -1.576, 1.124], [-3.072, 3.123, 1.505], [-3.149, 1.553, 2.296], [-0.900, -2.929, 7.561], [2.258, -2.408, -3.338], [3.280, 5.198, 5.927], [-0.245, 0.268, 2.801], [2.743, -2.294, -0.802], [1.537, 1.276, 1.613], [5.184, 3.373, 6.296], [0.270, 1.288, 1.081], [1.330, -5.492, -4.396], [2.573, 3.071, 7.042], [-2.073, -3.358, 0.932], [-0.036, -0.063, -6.482], [3.408, -4.206, -0.272], [-4.299, 1.691, 0.540], [0.876, 3.968, 4.619], [0.253, 2.142, -5.550], [0.817, -3.287, -5.397], [-4.144, 0.162, -1.363], [0.249, 2.786, 2.688], [-1.624, -2.497, 0.446], [2.429, -0.236, -0.660], [1.398, 0.872, -2.627]], "lowdin_charge": [-0.132, 0.042, 0.085, -0.010, 0.086, 0.144, -0.036, 0.097, 0.107, -0.098, 0.119, -0.435, -0.183, -0.147, -0.041, 0.127, -0.077, 0.107, 0.093, 0.096, -0.055, -0.077, -0.007, 0.035, 0.002, 0.077, -0.038, -0.466, 0.132, 0.077, 0.008, 0.100, 0.131, 0.126, -0.263, 0.089, 0.122, 0.120, 0.110, -0.019, 0.110, 0.135, -0.199, 0.025, 0.123, 0.085, 0.124, 0.094, -0.064, -0.122, 0.475, 0.116, 0.092, 0.049, 0.169, 0.129, 0.043, 0.143, -0.002, 0.097, 0.125, 0.144, 0.148, 0.070, 0.134, 0.005, -0.105, 0.147, -0.032, -0.313, 0.098, 0.134, -0.560, 0.118, 0.006, 0.108, 0.141, 0.120, 0.092, 0.132, -0.005, 0.172, 0.003, 0.081, -0.169, 0.026, -0.070, 0.034, 0.087, 0.096, 0.094, 0.149, 0.121, -0.042, 0.079, -0.098, 0.154, 0.092, -0.562, 0.001, -0.035, 0.130, -0.134, 0.136, -0.103, -0.007, -0.193, -0.306, 0.050, -0.189, -0.042, -0.166, 0.133]}

6.
{"formula": "C8H27FN9O5Tl", "method": "ωB97M-V with the def2-TZVPD basis set", "total_charge": 2, "multiplicity": 1, "orbital_gap_ev": 1.895, "homo_ev": -14.26, "e_above_lowest_ev": 0.525, "elements": ["F", "H", "H", "O", "H", "H", "C", "N", "H", "H", "H", "H", "H", "O", "H", "H", "O", "C", "H", "C", "H", "N", "N", "C", "H", "O", "C", "H", "H", "H", "H", "N", "H", "H", "N", "C", "N", "H", "H", "H", "C", "N", "H", "N", "H", "C", "N", "H", "Tl", "O", "H"], "coordinates": [[3.075, 2.728, -0.656], [6.996, -3.875, 1.424], [-5.926, -1.663, 0.396], [-1.915, 3.005, -0.741], [-1.950, 0.091, -2.849], [-3.548, 2.990, 0.555], [-1.627, 2.051, -2.952], [-4.040, -3.291, 2.174], [-3.077, -3.333, 2.476], [5.568, -4.043, 2.458], [0.845, -6.678, -1.599], [-4.538, -4.159, 2.038], [-3.023, 3.525, -2.385], [0.772, -3.752, -0.530], [2.861, 6.517, 2.115], [-0.557, 0.494, -3.169], [-3.587, -1.380, 1.115], [0.889, -4.969, -0.505], [-2.327, 3.949, 1.078], [-2.789, 3.651, 0.137], [1.682, -5.227, 1.245], [6.353, -2.843, -0.196], [6.016, -3.722, 1.611], [-4.313, -2.320, 1.337], [7.232, -3.338, -0.260], [4.566, -2.117, 1.034], [5.541, -2.876, 0.847], [-0.732, 2.671, -2.897], [2.522, 4.908, 1.440], [1.706, -6.698, 0.441], [-6.094, -3.275, 1.001], [0.611, -5.697, -1.547], [-3.096, 1.404, -4.360], [6.197, -2.099, -0.860], [-5.509, -2.468, 0.841], [-2.185, 2.000, -4.406], [-1.239, 0.685, -2.448], [0.376, -5.132, -2.350], [0.779, 6.587, 4.556], [-2.377, 2.964, -4.877], [1.669, 5.456, 3.165], [1.509, 6.597, 3.859], [-3.513, 1.959, -1.733], [2.368, 5.636, 2.124], [-1.471, 1.553, -5.097], [-2.661, 2.616, -1.904], [1.336, -5.759, 0.459], [2.205, 7.321, 3.747], [0.509, 0.417, 1.628], [1.105, 4.401, 3.374], [-3.191, 4.538, -0.353]], "nbo_charge": [-0.334, 0.400, 0.410, -0.405, 0.358, 0.203, -0.074, -0.794, 0.398, 0.419, 0.403, 0.392, 0.202, -0.626, 0.398, 0.362, -0.647, 0.754, 0.206, -0.281, 0.394, -0.786, -0.743, 0.754, 0.400, -0.558, 0.739, 0.217, 0.435, 0.414, 0.401, -0.783, 0.213, 0.413, -0.806, -0.631, -0.679, 0.412, 0.427, 0.250, 0.733, -0.826, 0.208, -0.664, 0.232, -0.090, -0.819, 0.400, 0.981, -0.593, 0.209]}

no.,M (g/mol)
1,378.40
2,83.09
3,226.93
4,87.04
5,931.71
6,552.74